# 1
C15H23NO2 in the gas phase. Source: OMol25; level of theory: ωB97M-V/def2-TZVPD.

Positions of all 41 atoms, in Å:
C 5.27 1.73 0.04
C 4.95 0.72 1.13
C 3.89 -0.30 0.70
C 2.52 0.33 0.49
H 2.53 1.00 -0.37
H 2.27 0.94 1.36
C 1.40 -0.69 0.29
C 0.07 0.04 0.13
O -0.02 1.19 -0.24
N -1.00 -0.75 0.43
C -2.37 -0.46 0.35
C -2.85 0.78 -0.04
C -4.21 1.02 -0.10
C -5.13 0.02 0.24
C -4.63 -1.22 0.62
C -3.27 -1.46 0.68
H -2.91 -2.44 0.99
H -5.32 -2.00 0.88
C -6.60 0.31 0.17
H -7.18 -0.57 0.45
H -6.85 1.13 0.83
H -6.87 0.61 -0.84
O -4.70 2.23 -0.48
H -3.96 2.82 -0.67
H -2.15 1.56 -0.30
H -0.80 -1.70 0.73
C 1.61 -1.62 -0.93
C 1.76 -0.86 -2.24
H 1.76 -1.56 -3.08
H 2.70 -0.31 -2.27
H 0.94 -0.16 -2.38
H 0.74 -2.29 -1.00
H 2.49 -2.24 -0.76
H 1.34 -1.33 1.19
H 4.23 -0.79 -0.22
H 3.81 -1.07 1.48
H 4.60 1.24 2.03
H 5.86 0.18 1.39
H 4.40 2.35 -0.18
H 5.58 1.23 -0.87
H 6.08 2.39 0.36

Computed properties:
E_tot: -21514.50760 eV
E_HOMO: -8.08 eV
SMILES: CCCC[C@H](CC)C(=O)Nc1ccc(C)c(O)c1
Kohn-Sham gap: 8.81 eV


# 2
C15H23NO3 in the gas phase. Source: OMol25; level of theory: ωB97M-V/def2-TZVPD.

Positions of all 42 atoms, in Å:
C -6.51 -2.41 -0.49
C -5.45 -1.72 0.36
C -4.92 -0.45 -0.31
C -3.86 0.25 0.53
O -3.43 1.39 -0.17
C -2.59 2.25 0.56
C -1.16 1.74 0.74
H -0.59 2.47 1.31
H -1.17 0.80 1.31
C -0.49 1.51 -0.62
N 0.82 0.93 -0.49
C 1.95 1.68 -0.54
O 1.94 2.87 -0.75
C 3.22 0.92 -0.31
C 3.38 -0.41 -0.66
C 4.59 -1.06 -0.45
C 5.66 -0.38 0.13
C 5.50 0.97 0.46
C 4.30 1.61 0.24
H 4.18 2.65 0.48
H 6.34 1.49 0.90
O 6.88 -0.92 0.39
C 7.11 -2.26 0.06
H 6.44 -2.93 0.60
H 7.00 -2.44 -1.02
H 8.14 -2.47 0.35
H 4.68 -2.10 -0.74
H 2.58 -0.96 -1.13
H 0.88 -0.02 -0.16
H -0.36 2.47 -1.12
H -1.12 0.86 -1.23
H -3.03 2.46 1.55
H -2.57 3.18 -0.01
H -3.02 -0.44 0.71
H -4.28 0.54 1.51
H -4.49 -0.70 -1.28
H -5.75 0.25 -0.48
H -4.62 -2.41 0.53
H -5.87 -1.46 1.33
H -7.35 -1.75 -0.65
H -6.10 -2.69 -1.46
H -6.87 -3.31 0.01

Computed properties:
E_tot: -23560.81979 eV
E_HOMO: -8.69 eV
SMILES: CCCCOCCCNC(=O)c1ccc(OC)cc1
Kohn-Sham gap: 9.39 eV